No. 1
C5H11N3 | ωB97M-V with the def2-TZVPD basis set

Cartesian coordinates (Å):
1 H 1.5110 -2.2524 -0.9336
2 N 2.1701 -1.5454 -0.6035
3 C 1.5541 -0.5232 -0.1031
4 N 2.3707 0.4629 0.3781
5 C -0.0172 -0.4184 0.0049
6 C -0.7214 -1.7330 0.1579
7 C -0.5533 0.8072 -0.0695
8 C -2.1235 0.8936 0.0463
9 N 0.0890 2.0253 -0.1703
10 H 1.9792 0.9800 1.1598
11 H 3.3105 0.1151 0.5408
12 H -1.6703 -1.6389 0.6933
13 H -0.9233 -2.1798 -0.8205
14 H -0.1188 -2.4346 0.7444
15 H -2.6197 0.1418 -0.5738
16 H -2.4364 0.7931 1.0894
17 H -2.4584 1.8723 -0.3115
18 H 1.0614 1.9349 -0.4778
19 H -0.4036 2.6996 -0.7512

Atoms 1-2, force components in eV/Å:
0.12 0.29 -0.02
-0.82 0.37 0.28

Summary:
E = -361.37312 a.u.
LUMO level = 0.881 eV
HOMO energy = -8.166 eV
maximum force = 3.5 eV/Å
relative energy (zero: lowest compared OMol25 entry of this formula, charge and spin) = 10.21 kcal/mol
net charge = 0
HOMO-LUMO gap = 9.05 eV

Atomic partial charges in e from the Löwdin method, atoms 1 to 5: number 1, H, carries 0.0254; number 2, N, carries 0.0909; number 3, C, carries -0.4472; number 4, N, carries 0.0768; number 5, C, carries -0.1970

No. 2
C5H11N3 | ωB97M-V with the def2-TZVPD basis set

Cartesian coordinates (Å):
1 C -3.5570 0.5498 0.1249
2 C -2.4763 -0.2989 -0.1317
3 N -1.4030 -0.7697 -0.1309
4 C -0.4055 -1.6562 -0.2889
5 C 0.9151 -1.3415 -0.1071
6 N 1.4934 -0.1346 -0.1847
7 C 0.8148 1.2353 0.0923
8 N 2.9115 -0.0650 0.0849
9 H -4.4003 0.0977 0.6358
10 H -3.7481 1.0778 -0.8846
11 H -2.9865 1.2686 0.7104
12 H -0.7363 -2.7182 -0.2615
13 H 1.5660 -2.1486 -0.3345
14 H 0.1855 1.0482 0.9015
15 H 1.5621 1.9429 0.3566
16 H 0.2718 1.6862 -0.8618
17 H 3.6333 -0.6389 -0.4433
18 H 3.0745 0.0071 1.0939
19 H 3.2849 0.8579 -0.3714

Atoms 1-2, force components in eV/Å:
-0.19 1.60 -2.09
3.66 -1.95 0.34

Summary:
E = -360.60787 a.u.
LUMO level = -7.774 eV
HOMO energy = -17.032 eV
maximum force = 4.2 eV/Å
relative energy (zero: lowest compared OMol25 entry of this formula, charge and spin) = 122.29 kcal/mol
net charge = +2
HOMO-LUMO gap = 9.26 eV

Atomic partial charges in e from the Löwdin method, atoms 1 to 5: number 1, C, carries 0.0488; number 2, C, carries 0.0569; number 3, N, carries 0.1752; number 4, C, carries -0.0526; number 5, C, carries -0.0547

No. 3
C5H11N3O | ωB97M-V with the def2-TZVPD basis set

Cartesian coordinates (Å):
1 N 0.7238 -0.6867 0.3489
2 N 1.6759 -0.4784 1.3614
3 C 0.4822 0.5359 -0.7137
4 C 0.9488 1.7835 -0.2915
5 O 1.0534 -1.8758 -0.3638
6 H 1.9087 -2.1183 0.0270
7 H 1.1885 -0.5536 2.2543
8 H 2.0407 0.4673 1.2247
9 H 0.8660 0.1824 -1.6633
10 H 1.3280 2.4702 -1.0348
11 H 0.6170 2.2086 0.6508
12 C -0.8378 -0.7922 0.8326
13 C -1.2014 0.3578 -0.7360
14 C -1.8039 -0.2458 -1.7916
15 N -1.2063 -0.2893 1.9508
16 H -0.7974 0.6212 2.1579
17 H -1.1747 -1.7792 0.5267
18 H -1.6901 1.2214 -0.2929
19 H -1.3452 -1.0931 -2.2911
20 H -2.7762 0.0641 -2.1564

Atoms 1-2, force components in eV/Å:
-0.57 0.34 -0.33
-0.44 -0.28 -0.12

Summary:
E = -436.32841 a.u.
LUMO level (alpha / beta) = -0.475 / -0.473 eV
HOMO energy (alpha / beta) = -6.874 / -6.879 eV
maximum force = 1.9 eV/Å
relative energy (zero: lowest compared OMol25 entry of this formula, charge and spin) = 199.94 kcal/mol
net charge = 0
HOMO-LUMO gap (alpha / beta) = 6.40 / 6.41 eV

Atomic partial charges in e from the Löwdin method, atoms 1 to 5: number 1, N, carries -0.2622; number 2, N, carries 0.1127; number 3, C, carries -0.2945; number 4, C, carries -0.0856; number 5, O, carries 0.0146

No. 4
C5H11N3O | ωB97M-V with the def2-TZVPD basis set

Cartesian coordinates (Å):
1 C -1.9538 1.1649 1.1546
2 C 1.9385 -0.1276 -1.8648
3 C 0.1461 0.5182 -0.1776
4 C -1.0212 0.0789 0.6503
5 C 1.1282 -0.4522 -0.6525
6 N -0.9021 -1.0977 1.5520
7 N 1.4697 -1.5185 0.1010
8 O 0.3634 1.8631 -0.5863
9 N -0.9387 -0.2252 -0.7504
10 H -0.3165 2.0482 -1.2512
11 H -1.7696 -1.6287 1.5374
12 H -0.7290 -0.8146 2.5126
13 H 2.0207 -2.2471 -0.3309
14 H 0.7413 -1.7969 0.7789
15 H -2.9367 0.7385 1.3758
16 H -1.5592 1.6296 2.0643
17 H -2.0887 1.9498 0.4118
18 H 2.5861 -0.9563 -2.1590
19 H 1.2663 0.1201 -2.6893
20 H 2.5552 0.7536 -1.6767

Atoms 1-2, force components in eV/Å:
-0.01 0.04 -0.16
-0.30 -0.14 -0.18

Summary:
E = -436.53463 a.u.
LUMO level = 0.959 eV
HOMO energy = -7.576 eV
maximum force = 1.9 eV/Å
relative energy (zero: lowest compared OMol25 entry of this formula, charge and spin) = 70.53 kcal/mol
net charge = 0
HOMO-LUMO gap = 8.53 eV

Atomic partial charges in e from the Löwdin method, atoms 1 to 5: number 1, C, carries -0.0265; number 2, C, carries -0.0017; number 3, C, carries -0.5078; number 4, C, carries -0.5217; number 5, C, carries -0.2344

No. 5
C5H11N3O | ωB97M-V with the def2-TZVPD basis set

Cartesian coordinates (Å):
1 C -1.5822 -1.5593 0.3553
2 C -0.7519 -0.5397 -0.3986
3 C -1.3238 0.8846 -0.2383
4 C -0.0693 1.8008 -0.2203
5 N 0.8430 0.9702 0.6119
6 N 0.5946 -0.3913 0.2378
7 C 1.6645 -1.1836 -0.1963
8 N 2.9322 -0.9045 -0.1857
9 O 3.2482 0.4051 0.0534
10 H -1.1088 -2.5120 0.2108
11 H -2.5905 -1.6178 -0.0925
12 H -1.6777 -1.3537 1.4360
13 H -0.6458 -0.7713 -1.4389
14 H -2.0368 1.2159 -1.1001
15 H -1.8211 1.0172 0.7163
16 H 0.2991 1.9466 -1.2114
17 H -0.2486 2.8008 0.1784
18 H 0.6074 1.0672 1.5913
19 H 1.3303 -2.1527 -0.5479
20 H 2.3375 0.8776 0.2388

Atoms 1-2, force components in eV/Å:
-0.57 0.01 -0.44
-0.03 1.39 1.75

Summary:
E = -436.51255 a.u.
LUMO level = 0.689 eV
HOMO energy = -7.919 eV
maximum force = 2.5 eV/Å
relative energy (zero: lowest compared OMol25 entry of this formula, charge and spin) = 84.39 kcal/mol
net charge = 0
HOMO-LUMO gap = 8.61 eV

Atomic partial charges in e from the Löwdin method, atoms 1 to 5: number 1, C, carries -0.0579; number 2, C, carries -0.3385; number 3, C, carries -0.1336; number 4, C, carries -0.1400; number 5, N, carries -0.0297

No. 6
C5H11N3O | ωB97M-V with the def2-TZVPD basis set

Cartesian coordinates (Å):
1 C -1.4530 0.8834 -0.3119
2 C -0.8837 -1.4349 -0.3105
3 C 1.1526 -0.0950 -0.1101
4 C 2.1557 0.1629 -1.0942
5 C 1.1697 0.6521 1.2295
6 N -1.8084 -0.4421 -0.2028
7 N -1.1356 -2.6871 -0.0104
8 N -2.3276 1.7981 -0.0745
9 O 0.4334 -1.1513 -0.4449
10 H 2.2232 1.1712 -1.4977
11 H 1.8352 -0.3946 -1.9270
12 H 3.1516 0.0576 -0.7891
13 H 0.7177 1.5752 1.2891
14 H 2.2282 0.7621 1.6482
15 H 0.6675 -0.0110 2.0612
16 H -2.6789 -0.9012 -0.0965
17 H -2.0031 -3.1128 -0.2731
18 H -0.3332 -3.2950 0.0589
19 H -2.1470 2.8128 -0.0105
20 H -3.3323 1.5007 0.2247

Atoms 1-2, force components in eV/Å:
1.76 0.83 -0.36
0.61 1.23 2.44

Summary:
E = -435.87352 a.u.
LUMO level = -9.771 eV
HOMO energy = -17.757 eV
maximum force = 5.5 eV/Å
relative energy (zero: lowest compared OMol25 entry of this formula, charge and spin) = 64.47 kcal/mol
net charge = +2
HOMO-LUMO gap = 7.99 eV

Atomic partial charges in e from the Löwdin method, atoms 1 to 5: number 1, C, carries -0.0899; number 2, C, carries -0.2456; number 3, C, carries -0.1629; number 4, C, carries 0.0683; number 5, C, carries 0.0379

No. 7
C5H11N3O2S | ωB97M-V with the def2-TZVPD basis set

Cartesian coordinates (Å):
1 C -2.9528 -0.6254 0.5716
2 C -2.4026 -0.3149 -0.7681
3 N -1.3661 0.6294 -0.3352
4 C -0.1366 0.2958 -0.3040
5 N 0.8419 1.1453 -0.0374
6 C 2.1098 0.7710 0.0525
7 N 3.1126 1.5326 0.3333
8 C 2.2954 -0.6932 -0.1993
9 S 0.6158 -1.3549 0.0140
10 O 0.3028 -1.4428 1.4067
11 O 0.2848 -2.3232 -0.9725
12 H -2.2368 -1.1754 1.1342
13 H -3.1776 0.2068 1.0734
14 H -3.9783 -1.1216 0.4956
15 H -3.1169 0.2081 -1.4928
16 H -1.8115 -1.2583 -1.2665
17 H -1.6416 1.6198 -0.2407
18 H 0.6420 2.2584 0.0507
19 H 4.1037 1.2233 0.2413
20 H 3.0345 2.4693 0.8188
21 H 2.5478 -0.9504 -1.1738
22 H 2.9296 -1.0994 0.5983

Atoms 1-2, force components in eV/Å:
-2.88 -4.07 -1.65
0.65 -1.64 -1.57

Summary:
E = -909.32016 a.u.
LUMO level = -9.635 eV
HOMO energy = -19.308 eV
maximum force = 7.0 eV/Å
relative energy (zero: lowest compared OMol25 entry of this formula, charge and spin) = 5.61 kcal/mol
net charge = +2
HOMO-LUMO gap = 9.67 eV

Atomic partial charges in e from the Löwdin method, atoms 1 to 5: number 1, C, carries -0.0588; number 2, C, carries -0.1447; number 3, N, carries 0.1196; number 4, C, carries -0.2436; number 5, N, carries 0.1573

No. 8
C5H11N4O | ωB97M-V with the def2-TZVPD basis set

Cartesian coordinates (Å):
1 C -0.5113 1.3807 -0.2533
2 N -0.5599 -0.0097 -0.0545
3 C -0.8634 -0.6453 -1.3707
4 C 0.6335 -0.6887 0.6909
5 C 2.0013 -0.2371 0.4181
6 N 2.4404 0.4059 1.6687
7 N 1.6659 0.3901 2.5756
8 N 0.5003 -0.2052 2.2583
9 C -0.6702 -0.3529 2.8812
10 O -1.6879 -0.7341 2.3522
11 H -1.5562 1.6837 -0.0856
12 H 0.1041 2.0129 0.4008
13 H -0.2211 1.6138 -1.2965
14 H -1.3252 -0.1772 0.5062
15 H -0.4620 -0.0158 -2.1453
16 H -0.4922 -1.6429 -1.2785
17 H -1.8598 -0.7446 -1.5323
18 H 0.5737 -1.8328 0.8139
19 H 2.8845 -0.9019 0.1763
20 H 2.1169 0.5847 -0.3357
21 H -0.7636 0.0898 3.9304

Atoms 1-2, force components in eV/Å:
-0.43 3.85 -0.62
3.33 -2.58 -1.06

Summary:
E = -491.01396 a.u.
LUMO level = -3.228 eV
HOMO energy = -14.303 eV
maximum force = 5.3 eV/Å
relative energy (zero: lowest compared OMol25 entry of this formula, charge and spin) = 108.56 kcal/mol
net charge = +1
HOMO-LUMO gap = 11.08 eV

Atomic partial charges in e from the Löwdin method, atoms 1 to 5: number 1, C, carries -0.0228; number 2, N, carries -0.1333; number 3, C, carries 0.0658; number 4, C, carries -0.0787; number 5, C, carries -0.1321

No. 9
C5H11NO | ωB97M-V with the def2-TZVPD basis set

Cartesian coordinates (Å):
1 N -1.0870 0.7590 -1.3286
2 C 0.1731 0.1364 -1.1081
3 C 0.8813 -0.4009 -2.1775
4 C 1.8233 1.5643 2.0772
5 C 0.8273 1.4133 0.9897
6 C 0.8178 0.3097 0.1693
7 H -1.8253 0.1740 -0.9600
8 H -1.1915 0.9382 -2.3220
9 H 0.4652 -0.2893 -3.1777
10 H 1.8362 -0.9026 -2.1415
11 H 2.8848 1.5879 1.7913
12 H 1.6586 2.5922 2.4553
13 H 1.7748 0.8992 2.9498
14 H 0.0400 2.1106 0.7100
15 H 1.4171 -0.5365 0.5260
16 H -2.5733 -2.7627 1.7954
17 H -1.9378 -2.6418 0.4240
18 O -2.6943 -3.0370 0.8908

Atoms 1-2, force components in eV/Å:
0.14 0.75 -0.17
1.58 -0.75 0.34

Summary:
2S+1 = 2
E = -327.01058 a.u.
⟨S²⟩ = 0.765
LUMO level (alpha / beta) = 4.057 / 3.772 eV
HOMO energy (alpha / beta) = 0.593 / -2.843 eV
maximum force = 1.9 eV/Å
relative energy (zero: lowest compared OMol25 entry of this formula, charge and spin) = 40.38 kcal/mol
net charge = -1
HOMO-LUMO gap (alpha / beta) = 3.46 / 6.62 eV

Atomic partial charges in e from the Löwdin method, atoms 1 to 5: number 1, N, carries 0.0257; number 2, C, carries -0.5311; number 3, C, carries -0.0809; number 4, C, carries -0.2112; number 5, C, carries -0.2750

No. 10
C5H11NO | ωB97M-V with the def2-TZVPD basis set

Cartesian coordinates (Å):
1 C -0.7736 1.6073 -1.5236
2 N 1.1188 -0.5053 -0.8252
3 C 0.6319 0.4190 0.2055
4 C -0.2522 1.3440 -0.2310
5 C 0.3133 -0.7126 2.3940
6 C 1.0191 0.1591 1.6478
7 H -1.5450 0.8480 -1.7385
8 H -0.0502 1.3261 -2.3698
9 H -1.1937 2.7028 -1.6589
10 H 1.6701 -0.0659 -1.5563
11 H 1.4297 -1.3120 -0.3879
12 H -0.7409 1.9123 0.5526
13 H -0.7238 -1.1223 2.0747
14 H 0.6938 -1.1367 3.3274
15 H 1.9331 0.5919 2.0084
16 H -1.3825 -1.3820 -0.2459
17 H -0.9411 -2.3990 -1.2867
18 O -1.2069 -2.2747 -0.3865

Atoms 1-2, force components in eV/Å:
-0.33 0.71 -3.98
-1.10 2.63 0.92

Summary:
2S+1 = 2
E = -326.98133 a.u.
⟨S²⟩ = 0.751
LUMO level (alpha / beta) = 4.111 / 3.863 eV
HOMO energy (alpha / beta) = 1.237 / -4.450 eV
maximum force = 4.1 eV/Å
relative energy (zero: lowest compared OMol25 entry of this formula, charge and spin) = 58.73 kcal/mol
net charge = -1
HOMO-LUMO gap (alpha / beta) = 2.87 / 8.31 eV

Atomic partial charges in e from the Löwdin method, atoms 1 to 5: number 1, C, carries -0.3277; number 2, N, carries 0.0355; number 3, C, carries -0.4134; number 4, C, carries -0.2707; number 5, C, carries -0.0584